# 1
DFT (ωB97M-V/def2-TZVPD) results for C11H14BN7SeSn as an isolated structure in a non-equilibrium geometry.

The gap between HOMO and LUMO is 3.310 eV. The value obtained for the energy relative to the best compared isomer or geometry (same formula, charge and spin) is 0.000 eV. The calculation puts the LUMO energy at -2.05 eV. The calculation puts the largest force on an atom at 0.0922 hartree/bohr.

Each line ends with the Mulliken charge.
CARTESIAN COORDINATES (ANGSTROEM)
H  1.256  2.891  1.322  0.50
N  0.850  1.464  -0.227  -0.34
B  0.343  0.247  -2.405  -0.09
N  0.724  1.504  -1.574  0.31
C  0.906  2.762  -1.959  -0.04
Sn  1.420  -0.323  0.796  0.82
H  0.842  3.007  -3.018  0.45
C  1.126  3.552  -0.843  -1.01
H  1.291  4.602  -0.800  0.42
C  1.111  2.709  0.270  -0.15
H  0.212  0.437  -3.564  -0.07
C  -1.389  -0.380  3.634  -0.78
H  -0.322  -0.136  3.765  0.11
H  -1.452  -1.365  3.158  0.19
H  -1.769  0.379  2.933  0.21
N  -1.008  -0.225  -1.821  0.11
N  1.370  -0.933  -2.119  0.33
N  -1.122  -0.585  -0.478  -0.04
N  1.499  -1.515  -0.871  -0.27
C  -2.206  -0.295  -2.421  -0.17
C  2.133  -1.639  -2.963  -0.07
H  -2.326  -0.041  -3.459  0.43
H  2.107  -1.383  -4.023  0.46
C  -3.158  -0.696  -1.485  -0.92
C  2.834  -2.607  -2.218  -1.00
C  -2.424  -0.858  -0.257  -0.23
C  2.450  -2.480  -0.909  -0.13
H  -4.218  -0.869  -1.610  0.38
H  3.535  -3.334  -2.592  0.39
H  -2.797  -1.120  0.741  0.42
H  2.693  -3.007  0.004  0.48
H  -1.884  -0.370  4.587  0.36
Se  0.294  0.593  7.755  -0.41
C  -0.958  0.168  6.609  0.06
N  -1.962  -0.154  6.040  -0.69

Force components x, y, z for each atom (eV/Å):
0.0 0.0 0.0
0.5 0.0 0.6
-1.1 -1.0 1.2
0.7 0.4 0.4
-0.2 0.3 -0.5
-1.7 0.3 2.0
0.0 0.1 0.4
0.2 0.2 0.7
0.0 0.5 -0.2
-0.4 -0.9 -2.3
0.4 0.3 -0.2
1.3 0.0 -3.3
-0.2 -0.2 0.3
0.0 -0.1 -0.1
-0.2 -0.1 0.1
0.0 -0.5 1.2
0.3 -1.1 0.4
-0.5 0.3 -0.3
0.6 0.7 -1.2
-0.9 -0.3 0.8
0.0 0.2 0.6
0.0 0.0 -0.1
0.2 -0.3 0.4
1.0 0.0 0.8
0.6 -0.4 -1.1
0.5 0.5 -1.5
-1.2 0.7 -0.8
0.2 0.1 -0.1
0.0 0.1 -0.1
0.4 0.1 -0.6
0.2 -0.1 -0.2
-0.3 0.0 -0.3
1.5 0.5 0.6
-4.4 -1.3 -1.3
2.5 1.2 3.7

# 2
DFT (ωB97M-V/def2-TZVPD) results for C11H14Cl3F6MgN5O4S3Se as an isolated structure in a non-equilibrium geometry.

The gap between HOMO and LUMO is 8.367 eV. The value obtained for the energy relative to the best compared isomer or geometry (same formula, charge and spin) is 1.398 eV. The calculation puts the LUMO energy at -0.10 eV. The calculation puts the largest force on an atom at 0.0560 hartree/bohr.

Each line ends with the Mulliken charge.
CARTESIAN COORDINATES (ANGSTROEM)
Mg  0.208  -0.462  0.199  1.25
C  -1.541  1.596  -1.080  -1.07
C  -0.589  2.565  -0.368  -0.81
N  0.443  1.798  0.344  0.27
C  0.796  2.299  1.671  -0.87
C  -0.302  2.019  2.694  -0.65
S  -0.734  0.245  2.728  -0.08
C  -2.483  0.206  2.231  -0.63
C  -2.804  0.850  0.885  -0.69
N  -1.864  0.483  -0.176  -0.12
H  -1.035  1.173  -1.943  0.42
H  -2.434  2.133  -1.419  0.48
H  -1.141  3.171  0.353  0.44
H  -0.156  3.246  -1.104  0.41
H  1.282  1.796  -0.222  0.10
H  1.002  3.376  1.653  0.40
H  1.703  1.781  1.989  0.32
H  -1.213  2.583  2.497  0.33
H  0.056  2.274  3.689  0.56
H  -3.069  0.680  3.019  0.50
H  -2.710  -0.861  2.215  0.28
H  -2.801  1.935  1.004  0.33
H  -3.829  0.568  0.624  0.42
H  -2.262  -0.261  -0.740  0.08
Se  -0.419  -2.644  1.142  -0.13
C  -0.362  -4.061  0.011  0.22
N  -0.390  -5.005  -0.653  -0.60
F  1.270  -2.735  -2.213  -0.17
C  2.426  -2.251  -1.764  0.63
F  2.770  -2.933  -0.693  -0.18
F  3.324  -2.375  -2.722  -0.23
S  2.103  -0.454  -1.316  1.43
O  2.204  -0.382  0.137  -0.88
O  0.717  -0.268  -1.725  -0.82
N  3.023  0.548  -2.076  -0.66
S  4.540  0.438  -1.529  1.01
O  5.492  0.976  -2.432  -0.64
O  4.730  -0.857  -0.945  -0.58
C  4.540  1.664  -0.086  0.72
F  5.646  2.394  -0.104  -0.23
F  3.490  2.507  -0.209  -0.28
F  4.442  1.076  1.100  -0.22
Cl  -5.486  -2.486  -0.099  -0.12
C  -4.249  -3.697  -0.568  0.77
Cl  -3.518  -4.389  0.885  -0.04
Cl  -4.992  -4.964  -1.548  -0.10
C  -3.278  -2.971  -1.370  -0.22
N  -2.544  -2.323  -1.966  -0.36

Force components x, y, z for each atom (eV/Å):
-2.2 1.0 1.5
0.1 0.2 0.2
-0.3 -0.2 0.0
0.4 0.1 -0.3
-0.2 0.0 0.1
0.0 -0.3 -0.1
0.0 0.0 0.1
0.2 0.1 0.0
0.1 -0.1 0.3
0.0 -0.3 -0.5
-0.1 0.1 -0.1
0.0 0.0 0.0
0.0 0.0 0.0
0.0 0.0 0.1
0.1 0.3 0.1
0.1 0.0 0.1
0.1 0.1 -0.1
0.0 0.1 0.0
-0.1 0.1 0.0
-0.1 -0.1 0.0
0.0 0.0 0.0
0.0 0.0 -0.1
0.0 0.1 -0.1
-0.1 -0.1 0.0
0.0 -0.2 0.7
0.0 -0.3 -0.4
0.0 0.1 0.0
0.1 0.1 0.0
-0.3 -0.7 -0.3
0.2 0.2 0.0
0.1 0.2 0.1
1.5 0.1 -1.4
0.1 -0.3 0.4
-0.2 0.1 -0.5
-0.1 -0.4 0.0
0.5 0.0 0.6
-0.2 0.2 -0.3
0.4 0.0 0.1
-0.1 0.2 0.0
0.0 -0.1 -0.1
0.1 0.0 0.0
0.0 -0.1 -0.2
0.0 -0.1 0.0
-0.4 -0.2 0.4
-0.2 0.1 -0.3
0.0 0.0 0.0
0.4 0.1 0.0
0.0 0.1 0.0

# 3
DFT (ωB97M-V/def2-TZVPD) results for a 2-piece molecular cluster, C11H14ClN4O4 overall in a non-equilibrium geometry.

The gap between HOMO and LUMO is 8.220 eV. The value obtained for the energy relative to the best compared isomer or geometry (same formula, charge and spin) is 0.351 eV. The calculation puts the LUMO energy at -3.72 eV. The calculation puts the largest force on an atom at 0.0561 hartree/bohr. As for the total charge: +1.

Each line ends with the Mulliken charge.
CARTESIAN COORDINATES (ANGSTROEM)
Cl  2.549  -1.159  3.108  -0.19
C  1.583  0.074  2.198  0.11
C  2.321  1.434  2.218  -0.51
C  1.489  2.644  1.713  -0.72
N  0.174  2.795  2.378  -0.16
C  -0.925  2.172  2.005  0.27
N  -0.975  1.330  0.926  -0.15
C  -2.265  0.876  0.919  -0.24
N  -2.944  1.422  1.910  -0.03
N  -2.136  2.253  2.605  -0.10
H  0.593  0.092  2.688  0.17
H  1.402  -0.273  1.167  -0.06
H  3.186  1.332  1.532  0.29
H  2.715  1.589  3.237  0.41
H  1.399  2.696  0.614  0.33
H  2.057  3.552  1.999  0.35
H  0.122  3.414  3.178  0.25
H  -2.599  0.149  0.174  0.53
H  -3.917  1.229  2.118  0.26
H  -2.422  2.800  3.408  0.20
C  -1.358  -1.602  -3.288  -0.84
C  -0.693  -1.021  -2.289  0.40
C  0.620  -1.549  -1.806  0.96
O  1.192  -0.965  -0.901  -0.56
C  1.155  -2.745  -2.439  -1.09
C  0.490  -3.336  -3.442  0.38
C  -0.812  -2.792  -3.944  0.92
O  -1.371  -3.348  -4.866  -0.57
O  0.951  -4.433  -4.041  -0.54
O  -1.166  0.076  -1.659  -0.58
H  -2.307  -1.227  -3.647  0.44
H  2.096  -3.126  -2.069  0.45
H  0.293  -4.660  -4.727  0.36
H  -0.500  0.306  -0.978  0.28

Force components x, y, z for each atom (eV/Å):
-0.3 0.4 -0.5
-0.3 0.1 -0.1
-0.2 -0.6 -0.4
0.8 0.3 0.4
0.1 0.4 0.3
0.4 -0.7 -1.2
-2.0 -0.1 0.8
2.8 0.8 -0.1
-1.6 -1.0 -0.6
0.8 0.3 0.1
0.6 0.1 0.0
0.4 0.0 0.6
-0.3 0.2 0.5
-0.2 0.2 -0.4
-0.3 -0.3 0.6
-0.4 -0.4 -0.2
0.1 -0.2 -0.2
-0.3 0.4 0.5
0.2 0.4 0.3
-0.2 -0.2 -0.2
-0.1 -0.1 -0.1
-0.5 0.3 -0.2
0.5 -0.5 -0.1
-0.3 0.3 0.0
0.0 0.3 0.3
0.6 -0.4 0.1
-0.4 0.3 0.0
0.2 -0.2 0.1
-0.6 0.4 -0.1
0.5 -0.4 0.2
0.0 0.0 0.0
0.0 0.0 0.0
0.1 -0.1 0.0
0.1 0.1 -0.1

# 4
DFT (ωB97M-V/def2-TZVPD) results for C11H14ClNO6PPdS2 as an isolated structure.

The gap between HOMO and LUMO (spin up / spin down) is 6.642 / 6.276 eV. The value obtained for the energy relative to the best compared isomer or geometry (same formula, charge and spin) is 0.535 eV. The spin multiplicity is 2. The calculation puts the LUMO energy (spin up / spin down) at 4.91 / 4.63 eV. The calculation puts the largest force on an atom at 0.0141 hartree/bohr. As for the total charge: -2.

Each line ends with the Mulliken charge.
CARTESIAN COORDINATES (ANGSTROEM)
Pd  0.662  -0.144  -0.583  -0.48
C  2.594  4.734  2.128  -1.20
C  1.184  4.187  2.012  -0.19
O  1.186  2.809  2.350  -0.29
P  0.377  1.815  1.297  0.79
S  0.594  -0.023  2.090  -0.63
S  2.196  0.450  -2.025  -0.62
O  -1.139  2.363  1.689  -0.36
C  -2.180  2.055  0.755  0.11
C  -3.230  1.185  1.409  -1.11
H  2.606  5.812  1.945  0.37
H  3.246  4.245  1.404  0.29
H  2.989  4.543  3.127  0.27
H  0.806  4.333  0.993  0.36
H  0.504  4.715  2.688  0.25
H  -1.773  1.543  -0.122  -0.10
H  -2.607  3.001  0.406  0.24
H  -2.766  0.262  1.758  0.18
H  -3.996  0.923  0.679  0.36
H  -3.682  1.701  2.261  0.37
N  1.667  -7.314  -1.882  -0.61
C  1.531  -6.183  -1.708  0.12
C  1.367  -4.775  -1.485  0.54
C  1.252  -3.897  -2.565  -0.79
C  1.118  -2.538  -2.346  0.15
C  1.079  -2.017  -1.052  0.55
C  1.175  -2.907  0.021  -0.08
C  1.324  -4.269  -0.186  -0.87
H  1.264  -4.290  -3.574  0.36
H  1.031  -1.871  -3.191  0.39
H  1.136  -2.525  1.033  0.21
H  1.401  -4.947  0.657  0.38
O  -2.112  -1.060  -0.706  -0.59
Cl  -2.583  -0.598  -2.001  1.68
O  -2.702  -1.716  -2.907  -0.73
O  -3.879  0.035  -1.841  -0.71
O  -1.640  0.365  -2.525  -0.64

Force components x, y, z for each atom (eV/Å):
0.6 0.1 0.5
0.0 0.0 0.0
0.0 0.0 0.0
0.1 0.0 -0.1
-0.3 -0.4 0.0
-0.1 -0.1 -0.1
0.1 0.1 -0.3
0.1 0.2 -0.1
0.0 -0.1 0.0
0.0 0.0 0.0
0.0 0.0 0.0
0.0 0.0 0.0
0.0 0.0 0.0
0.0 0.0 0.0
0.0 0.0 0.0
0.0 0.0 0.0
0.0 0.0 0.0
0.0 0.0 0.0
0.0 0.0 0.0
0.0 0.0 0.0
0.0 0.0 0.0
0.0 0.0 0.0
0.0 0.0 0.0
0.0 0.0 0.0
-0.1 0.0 -0.1
-0.3 0.1 0.2
0.1 -0.1 0.0
0.0 0.0 0.0
0.0 0.0 0.0
0.0 0.0 0.0
0.0 0.0 0.0
0.0 0.0 0.0
0.0 0.1 -0.1
-0.1 0.0 0.0
0.0 0.0 0.1
0.0 -0.1 0.0
-0.1 0.0 0.0